ORCA calculation (ωB97M-V with the def2-TZVPD basis set) on a molecular structure, C17H23F5NO2P2PrS.

CARTESIAN COORDINATES (ANGSTROEM)
Pr: 0.504 -0.798 0.387
P: -2.451 -0.077 0.017
C: -2.031 0.510 -1.829
C: -0.721 1.142 -2.263
N: 0.416 0.756 -1.615
C: 1.624 1.041 -2.150
C: 1.753 1.803 -3.305
C: 0.602 2.146 -4.017
C: -0.647 1.759 -3.531
C: 2.903 0.719 -1.382
P: 3.102 -0.865 -0.492
H: -1.600 1.941 -4.046
H: 2.785 2.055 -3.561
H: 0.713 2.701 -4.944
H: 3.729 0.653 -2.090
H: 3.081 1.513 -0.645
H: -2.222 -0.432 -2.352
H: -2.819 1.087 -2.340
H: -1.186 -2.612 -2.422
O: -2.006 -2.555 -2.966
H: -1.578 -2.199 -3.768
H: -1.799 -1.491 0.900
O: 0.329 -2.569 -0.778
H: 0.552 -3.340 -1.330
C: 3.695 -2.011 -1.753
H: 4.721 -1.678 -1.992
H: 3.659 -3.027 -1.325
H: 2.991 -1.977 -2.601
C: 4.517 -0.619 0.585
H: 4.603 -1.479 1.271
H: 5.398 -0.538 -0.077
H: 4.351 0.279 1.207
C: -3.420 1.529 0.292
H: -4.399 1.549 -0.246
H: -3.586 1.561 1.391
H: -2.842 2.434 0.004
C: -3.874 -1.094 -0.445
H: -4.273 -1.396 0.535
H: -4.663 -0.623 -1.056
H: -3.514 -2.002 -0.946
F: -1.613 -0.482 7.008
C: -1.048 -0.008 5.865
C: -1.197 1.355 5.540
F: -1.863 2.193 6.378
C: -0.679 1.859 4.371
F: -0.747 3.171 4.089
C: -0.067 1.007 3.428
S: 0.475 1.728 2.012
C: 0.096 -0.347 3.791
F: 0.786 -1.205 2.901
C: -0.351 -0.871 4.997
F: -0.185 -2.197 5.295

The HOMO energy (alpha / beta) is -13.70 / -13.69 eV. As for the molecular weight: 603.29 Da. Its multiplicity is 3. For the maximum force, the calculation gives 4.1 eV Å⁻¹. The value obtained for the LUMO energy (alpha / beta) is -9.474 / -9.480 eV. As for the total charge: +2.